# C19H18B2F6N5O4Ti

A molecular structure, C19H18B2F6N5O4Ti (the ωB97M-V functional and the def2-TZVPD basis, OMol25).

XYZ file:
```
55
Properties=species:S:1:pos:R:3:forces:R:3
Ti -0.00107 0.18402 0.17681 -0.4 -0.3 0.2
F -4.92915 1.31872 2.15226 0.0 0.0 0.0
F 3.46773 -0.96525 -2.88449 0.0 0.0 0.0
F -4.30137 -3.01533 0.60315 0.0 0.0 0.0
F 0.24794 3.92915 2.16840 0.0 0.0 0.0
F 2.80634 1.10504 -2.04634 0.0 0.0 0.0
F 1.25869 2.37335 0.71832 0.1 0.2 0.0
O -0.98532 2.94893 0.44512 0.0 0.0 0.0
O -0.15857 1.61618 2.42471 0.0 -0.1 -0.1
O 1.22288 -0.57555 -2.49813 -0.1 0.0 0.0
O 2.92930 -0.80894 -0.65917 0.0 0.0 0.0
N 2.17392 -0.31492 0.32175 0.1 0.0 0.2
N -0.24390 -1.95006 -0.16806 0.0 -0.1 0.0
N 0.36140 0.27427 -1.89405 0.0 0.3 0.1
N -0.76878 1.99723 -0.48642 0.0 -0.2 -0.1
N 0.59074 0.51447 2.07662 0.1 0.0 -0.2
C 2.66523 -0.34395 1.51550 0.0 0.0 -0.1
C 1.80875 0.41442 2.46560 0.1 0.1 0.0
C -1.39050 3.53529 -2.25756 0.0 0.0 0.0
C 0.53843 -4.09698 -0.89528 0.0 0.0 0.0
C -0.00108 1.41939 -4.02909 -0.1 -0.1 0.0
C -0.88589 2.24248 -1.73284 0.1 0.1 0.1
C -1.74083 -3.81480 -0.25504 0.0 0.0 0.0
C -1.48400 -2.48020 0.01945 0.0 0.0 0.0
C -3.78755 -1.79776 0.83602 0.0 0.0 0.0
C 4.01599 -0.84780 1.87214 0.0 0.0 0.0
C -1.96987 -0.22712 0.79478 0.1 0.0 -0.1
C -0.19879 1.20397 -2.57710 0.1 0.1 -0.1
C -2.45603 -1.52064 0.54428 0.0 0.0 0.0
C -4.64313 -0.86033 1.37560 0.0 0.0 0.0
C 0.73214 -2.76094 -0.61698 0.0 -0.1 0.0
C 2.39612 1.19532 3.57596 -0.1 0.0 0.0
C -0.72312 -4.63114 -0.71722 0.0 0.0 0.0
C -2.81453 0.73132 1.34289 0.0 0.0 0.0
C -4.12761 0.39246 1.62375 0.0 0.0 0.0
B 2.64822 -0.26226 -2.07189 0.1 0.0 0.0
B 0.12475 2.79264 1.47495 -0.1 0.1 0.0
H -1.64004 3.47410 -3.31282 0.0 0.0 0.0
H 0.57332 0.60564 -4.45876 0.0 0.0 0.0
H -0.96502 1.50553 -4.53342 0.0 0.0 0.0
H 3.03818 1.97250 3.15036 0.0 0.0 0.0
H 0.53910 2.35752 -4.17743 0.0 0.0 0.0
H 1.36926 -4.68709 -1.25233 0.0 0.0 0.0
H -0.92056 -5.67300 -0.93133 0.0 0.0 0.0
H 3.92930 -1.68262 2.57124 0.0 0.0 0.0
H -5.67144 -1.10739 1.59698 0.0 0.0 0.0
H 4.59464 -0.06564 2.36476 0.0 0.0 0.0
H -2.49846 1.73559 1.57250 0.0 0.0 0.0
H 1.70526 -2.33229 -0.77111 0.0 0.0 0.0
H 1.61796 1.66681 4.16889 0.0 0.0 0.0
H -2.72929 -4.21091 -0.10431 0.0 0.0 0.0
H -0.62092 4.29988 -2.11838 0.0 0.0 0.0
H 3.02011 0.55462 4.19943 0.0 0.0 0.0
H -2.26203 3.84926 -1.68575 0.0 0.0 0.0
H 4.54315 -1.17716 0.98310 0.0 0.0 0.0
```
Forces are in eV/Å.

The calculation puts the HOMO-LUMO gap at 6.665 eV. Its charge is +1. The relative energy (zero: lowest compared OMol25 entry of this formula, charge and spin) comes out at 0.0 kcal per mole.

# C19H18BF19O4

3 unconnected molecules or ions with the total composition C19H18BF19O4 in a non-equilibrium geometry (the ωB97M-V functional and the def2-TZVPD basis, OMol25).

XYZ file:
```
61
Properties=species:S:1:pos:R:3:forces:R:3
F -4.98594 -1.76888 1.84622 -0.3 0.2 0.0
F -0.25636 2.95486 5.93637 0.2 0.2 -0.1
F -1.30497 2.88593 2.54675 0.0 -0.1 -0.1
F -7.10047 -0.96826 0.31812 0.2 -0.1 0.1
F -6.59754 0.45521 1.87662 0.4 0.1 0.0
F 2.21558 3.88541 4.93087 -0.2 -0.3 0.3
F -5.51821 1.03712 -3.62025 -0.1 -0.4 -0.2
F 7.18036 -1.16973 -0.35456 -1.3 -1.0 -0.1
F 0.77340 1.59501 -0.00316 -0.3 0.4 -0.1
F -0.28571 1.45682 4.36225 0.2 0.1 0.0
F -4.77018 -1.68908 -3.62882 0.1 0.3 0.0
F 5.42341 -2.43902 0.27700 0.9 0.6 -0.8
F -1.82904 1.63636 0.85286 0.2 -0.1 -0.1
F -4.31368 0.41764 -1.94336 0.1 -0.3 -0.4
F 0.53219 4.16950 3.61481 -0.2 0.0 0.5
F -4.27245 -1.28445 -0.14172 -0.1 0.1 0.1
F -5.98718 -1.98558 -1.85305 -0.1 0.2 -0.1
F 0.48233 0.70109 1.95054 -0.2 0.1 0.0
F 7.45922 -3.22238 0.31809 -0.9 0.9 -0.7
O 2.03752 2.56377 3.18516 -1.1 0.0 0.3
O 3.27649 0.49376 -1.86056 -0.1 -1.1 -0.2
O -6.50797 0.79052 -1.67375 0.6 -0.9 0.0
O 6.55137 -2.93084 -1.65450 -1.0 0.8 1.1
C 0.48175 1.88440 1.29462 0.6 -0.5 0.5
C -6.14926 1.08962 -0.32400 -0.2 0.8 0.0
C 0.68782 -2.23691 -2.19719 1.0 0.9 0.7
C 0.52654 2.26369 5.07408 -0.3 -0.5 0.6
C 1.52470 -2.19590 0.18896 0.5 1.4 -2.7
C 0.68791 -2.76455 -0.85361 0.6 0.8 0.2
C -6.16344 -0.06750 0.69325 -0.7 -0.1 -0.6
C 2.40388 -0.57048 -1.57386 -1.0 -1.1 0.5
C 4.65278 0.03836 -1.73699 1.0 0.6 0.4
C 1.31051 3.22493 4.17659 0.9 0.5 -1.2
C 5.28556 -2.70798 -2.33751 -0.8 -0.2 -1.7
C -4.82227 -0.74946 0.96537 0.6 -0.3 0.6
C 6.59794 -2.41778 -0.39965 1.9 -1.4 0.8
C -0.90745 2.52298 1.31223 -0.6 0.1 -0.3
C -5.80959 -1.18391 -2.92123 -0.2 -0.7 -0.3
C 2.38056 -1.08884 -0.21460 -0.8 -0.9 -0.6
C 1.54072 -1.11620 -2.59798 0.0 -1.1 2.3
C -5.52366 0.26350 -2.51187 -0.1 1.3 0.8
C 1.64048 2.74988 1.82579 0.7 0.2 -0.2
B 4.99569 -1.16334 -2.75432 -0.4 -0.1 0.6
H -0.94165 3.40402 0.66527 0.2 0.0 0.0
H 0.01711 -2.67015 -2.96964 0.6 0.3 0.8
H 4.99198 -0.88753 -3.91659 -0.2 -0.1 0.0
H -5.22469 1.66795 -0.27316 0.1 -0.3 0.0
H 5.36646 -3.27277 -3.30633 0.3 0.3 1.1
H 2.51945 2.44755 1.25365 -0.1 -0.2 0.1
H 1.55500 -2.56575 1.23416 -0.2 0.3 -1.0
H 1.50482 3.80671 1.58831 -0.3 -0.1 0.1
H 0.03197 -3.62349 -0.57704 0.6 0.8 -0.5
H -4.10725 -0.04609 1.40225 -0.1 0.1 -0.1
H 1.52299 -0.72827 -3.63534 0.1 -0.2 0.9
H 1.20665 1.63308 5.65105 0.2 0.1 -0.1
H -6.70957 -1.23992 -3.53776 0.0 0.2 0.0
H 3.06942 -0.62921 0.52850 -0.7 -0.4 -0.6
H 5.31554 0.90575 -2.02533 -0.7 -0.6 0.3
H 4.86401 -0.16590 -0.66075 -0.1 0.1 -0.8
H -6.92724 1.78037 0.00513 -0.1 -0.2 0.0
H 4.40164 -3.17556 -1.81634 0.9 0.5 -0.1
```
Forces are in eV/Å.

Its SMILES is FC(F)C(F)(F)COC(F)(F)C(F)F.FC(F)C(F)(F)COC(F)(F)C(F)F.FC(F)(F)OCBCOc1ccccc1. The calculation puts the HOMO-LUMO gap at 8.644 eV. Its charge is 0.

# C19H18Br2N3O6Pd

A molecular structure, C19H18Br2N3O6Pd (the ωB97M-V functional and the def2-TZVPD basis, OMol25).

XYZ file:
```
49
Properties=species:S:1:pos:R:3:forces:R:3
Pd -0.04448 0.36260 -0.13931 0.2 -0.4 0.0
Br -2.10858 -4.47900 -0.43311 0.0 -0.1 -0.1
Br -1.80151 -4.06594 5.13115 0.0 -0.1 0.1
O -0.92903 -1.68593 -0.23466 0.0 0.1 -0.1
O 5.57603 1.56962 -1.67980 0.0 0.0 0.1
O 2.53502 -2.01323 -0.99776 0.1 0.0 0.1
O -2.31126 2.23606 -0.16952 0.1 -0.2 0.2
O 1.35342 2.19294 -0.13924 0.3 0.1 0.0
O -1.33505 2.11324 -2.20557 0.0 -0.1 0.3
N 3.48760 1.90669 -0.92083 0.1 -0.1 0.1
N -0.19769 -0.23152 1.91537 -0.1 0.0 -0.1
N 1.95197 0.14020 -0.67211 0.4 0.0 0.0
C -1.65976 -3.50859 1.06719 0.0 0.0 0.2
C 2.86390 -0.85250 -1.00359 -0.5 -0.1 -0.1
C 0.15308 0.50209 2.95336 0.0 0.0 0.2
C -0.73889 -1.45134 2.10318 0.0 -0.1 -0.3
C -1.85327 -4.03012 2.33901 0.0 0.0 -0.1
C -1.51551 -3.30493 3.46349 0.1 0.2 0.0
C -0.02559 0.04718 4.26554 0.1 0.2 -0.2
C -1.10319 -2.19588 0.88407 0.1 0.2 0.2
C -1.52770 1.79837 -0.95216 -0.4 0.4 -0.6
C 5.27750 -1.10565 -0.47207 0.0 0.0 0.0
C 4.26756 -0.42319 -1.41686 0.1 0.2 0.1
C -0.57144 -1.19046 4.47305 -0.1 -0.2 0.1
C -2.16234 3.22180 -2.69644 0.1 -0.1 0.0
C 4.51185 -0.89386 -2.86426 0.0 0.0 0.0
C 5.11751 -0.71644 0.99103 0.0 0.0 0.0
C 4.52819 1.07751 -1.35998 0.0 0.1 -0.2
C 2.26759 1.44394 -0.56961 -0.4 0.0 0.2
C 3.55737 -0.28430 -3.88153 0.0 0.0 0.0
C -0.94326 -1.98195 3.37118 0.0 -0.1 0.2
H 4.12743 -0.98368 1.37121 0.0 0.0 0.0
H 0.27059 0.67498 5.09322 0.0 0.0 0.0
H 3.77749 -0.65484 -4.88183 0.0 0.0 0.0
H 5.14444 -2.18023 -0.59911 0.0 0.0 0.0
H -2.27466 -5.01932 2.45079 0.0 0.0 0.0
H -1.94157 3.28824 -3.75440 0.0 0.0 0.0
H -3.20838 2.98634 -2.52351 0.0 0.0 0.0
H 0.58849 1.46956 2.73673 0.0 0.0 0.0
H -1.87011 4.12696 -2.17189 0.0 0.0 0.0
H 3.67274 2.89746 -0.84851 0.0 0.0 0.0
H -0.71752 -1.56683 5.47624 0.0 0.0 0.0
H 2.51702 -0.53939 -3.66406 0.0 0.0 0.0
H 5.85070 -1.23430 1.60821 0.0 0.0 0.0
H 5.54388 -0.64233 -3.11004 0.0 0.0 0.0
H 6.27411 -0.84538 -0.82937 0.0 0.0 0.0
H 4.42227 -1.98061 -2.85770 0.0 0.0 0.0
H 5.26972 0.35515 1.14477 0.0 0.0 0.0
H 3.64512 0.80472 -3.91696 0.0 0.0 0.0
```
Forces are in eV/Å.

The calculation puts the HOMO-LUMO gap (spin up / spin down) at 7.671 / 6.470 eV. Its charge is +1. The relative energy (zero: lowest compared OMol25 entry of this formula, charge and spin) comes out at 0.0 kcal per mole. Its spin multiplicity is 5.

# C19H18Br2N5O5Tl

A molecular structure, C19H18Br2N5O5Tl (the ωB97M-V functional and the def2-TZVPD basis, OMol25).

XYZ file:
```
50
Properties=species:S:1:pos:R:3:forces:R:3
Tl 0.57445 -1.13848 -1.73596 0.0 -0.1 0.0
Br 5.11822 0.77678 0.92708 0.0 0.0 0.0
Br 2.05222 5.33700 1.96354 0.0 0.0 0.0
O -1.15433 -4.44290 -3.05674 0.0 0.0 0.0
O -2.79627 -0.26098 -0.27483 0.1 0.0 0.1
O 1.98514 -2.25651 0.46021 0.0 0.0 -0.1
O 2.97907 0.38451 -1.20027 0.1 -0.1 0.0
O -0.97083 1.11135 1.07626 0.0 0.0 -0.1
N -1.72872 -3.55983 -2.43187 0.0 0.0 0.0
N -2.21987 -1.41503 -0.74973 0.0 0.1 0.0
N 0.81716 1.89597 -1.84772 -0.1 0.0 0.2
N 2.14021 -1.05907 2.38125 0.0 -0.1 0.0
N 0.52443 -0.55417 0.72948 0.0 0.1 0.0
C 3.65344 1.85406 0.50917 0.0 0.0 0.0
C 1.42415 3.48895 -0.14592 -0.1 0.0 0.0
C -4.51953 -2.21097 -0.53499 0.0 0.0 0.0
C 2.78554 1.41808 -0.57253 -0.1 0.0 -0.1
C 3.41472 3.00532 1.22598 0.0 0.0 0.0
C -3.04513 -4.95500 -0.98087 0.0 0.0 0.0
C -3.07439 -2.34887 -0.90781 -0.1 0.0 0.0
C -2.58416 -3.61523 -1.48214 0.0 -0.1 0.0
C 2.32967 3.80666 0.91314 0.0 0.0 0.0
C -0.50938 3.84852 -1.50438 0.0 -0.1 0.0
C 1.54894 -1.32988 1.14738 0.0 0.1 0.0
C -1.19045 2.07449 -3.16710 0.0 0.0 0.0
C 1.63319 2.30812 -0.87235 0.0 -0.1 0.0
C -0.24467 2.62522 -2.14635 0.0 0.0 0.0
C 0.64385 0.73852 2.75389 0.1 0.0 0.0
C 1.67150 -0.03227 3.14735 0.0 0.0 0.0
C 3.20571 -1.94163 2.82948 0.0 0.0 0.0
C 0.31405 4.27633 -0.50373 0.1 0.0 0.1
C 0.01035 0.45097 1.47613 0.0 0.1 0.0
H 0.11745 5.20198 0.01864 0.0 0.0 0.0
H 4.07209 3.28385 2.03730 0.0 0.0 0.0
H -1.89045 1.39625 -2.67122 0.0 0.0 0.0
H -4.61400 -1.91986 0.51154 0.0 0.0 0.0
H -3.71699 -5.43053 -1.69879 0.0 0.0 0.0
H -0.64883 1.50959 -3.92414 0.0 0.0 0.0
H 0.27136 1.54323 3.36893 0.0 0.0 0.0
H -3.56029 -4.85917 -0.02773 0.0 0.0 0.0
H 2.18181 0.11606 4.09054 0.0 0.0 0.0
H -1.37711 4.42542 -1.79304 0.0 0.0 0.0
H -5.06677 -3.13427 -0.71170 0.0 0.0 0.0
H 4.01936 -1.94480 2.10800 0.0 0.0 0.0
H -2.18341 -5.61040 -0.85131 0.0 0.0 0.0
H -4.97502 -1.41263 -1.12216 0.0 0.0 0.0
H 2.83451 -2.96063 2.92933 0.0 0.0 0.0
H 3.56851 -1.58738 3.79219 0.0 0.0 0.0
H -1.77089 2.86193 -3.64576 0.0 0.0 0.0
H -2.04966 0.24133 0.16433 0.0 0.1 -0.1
```
Forces are in eV/Å.

The calculation puts the HOMO-LUMO gap (spin up / spin down) at 7.653 / 6.176 eV. Its charge is 0. The relative energy (zero: lowest compared OMol25 entry of this formula, charge and spin) comes out at 1.5 kcal per mole.

# C19H18Br3CoN4O

A molecular structure, C19H18Br3CoN4O in a non-equilibrium geometry (the ωB97M-V functional and the def2-TZVPD basis, OMol25).

XYZ file:
```
46
Properties=species:S:1:pos:R:3:forces:R:3
Br -1.34209 2.59380 -2.57602 0.0 0.0 0.0
Br -1.73395 -1.47122 -1.41698 -0.1 0.0 0.0
Br -2.32667 -4.83991 4.53530 0.0 0.0 0.0
Co -0.13910 -0.61406 0.11917 0.6 -0.2 -0.9
O 0.98703 0.15102 -1.21874 0.2 0.0 -0.3
N 1.78433 -0.26025 1.53137 0.0 0.0 0.0
N 1.16221 -0.06489 -2.48972 0.1 -0.2 0.2
N 1.83966 -1.79500 -5.33526 0.0 0.0 -0.1
N 1.78753 -3.08860 -1.02167 0.0 0.0 0.0
C -0.23630 2.45710 2.86813 0.1 0.0 -0.1
C -1.93204 1.40977 0.89633 0.1 0.2 0.1
C -0.80311 -3.62402 2.47499 0.0 0.0 -0.1
C -2.47857 -2.20898 3.47770 0.0 0.0 0.0
C -1.07717 -1.35654 1.73877 -0.1 0.9 0.4
C -1.33513 3.17970 2.41765 0.0 0.1 0.1
C -0.81927 0.73539 1.35432 -0.5 -0.6 0.6
C 1.17575 0.32261 2.74126 0.1 0.0 0.1
C -1.45191 1.27251 -3.86682 0.0 0.1 0.0
C 2.58952 -1.43294 1.88841 0.0 0.0 0.0
C 1.46864 -1.28047 -2.83553 0.0 0.3 0.0
C -1.82208 -3.42546 3.39019 0.0 0.0 0.0
C 1.67294 -1.56167 -4.22416 0.0 0.1 0.1
C -0.42230 -2.57841 1.64470 -0.1 0.1 0.0
C 1.64401 -2.31467 -1.86017 -0.1 -0.1 0.1
C 0.03830 1.20649 2.33555 -0.1 0.1 0.0
C -2.10484 -1.16058 2.64661 -0.1 -0.5 0.1
C -2.16894 2.67219 1.43558 0.0 -0.1 -0.2
C 2.67288 0.74976 0.92998 -0.1 -0.1 -0.1
H 2.10430 1.63654 0.65892 0.0 0.0 0.0
H 3.12532 0.34904 0.02831 0.0 0.0 0.0
H 3.40839 -1.14692 2.56015 0.0 0.0 0.0
H -0.30893 -4.58226 2.39983 0.0 0.0 0.0
H 1.92820 0.87066 3.32274 -0.1 0.0 0.0
H 1.96890 -2.17215 2.39292 0.1 0.0 0.0
H 0.41080 2.87236 3.62999 0.0 0.0 0.0
H -2.57413 0.97663 0.14220 -0.1 0.0 0.0
H 0.80088 -0.49140 3.36725 0.0 0.0 0.0
H -2.38774 0.75492 -3.95738 0.0 -0.1 0.0
H 3.45753 1.02078 1.64626 0.0 0.0 0.0
H -0.52537 0.95074 -4.30454 0.0 0.0 0.0
H 3.00647 -1.87570 0.98625 0.0 0.0 0.0
H -2.63001 -0.22132 2.71890 0.0 0.0 0.0
H -3.27826 -2.07972 4.19331 0.0 0.0 0.0
H 0.36522 -2.76370 0.91666 0.0 -0.1 0.0
H -3.01193 3.25100 1.08453 0.0 0.0 0.0
H -1.53613 4.15637 2.83692 0.0 0.0 0.0
```
Forces are in eV/Å.

The calculation puts the HOMO-LUMO gap (spin up / spin down) at 7.001 / 7.503 eV. Its charge is 0. The relative energy (zero: lowest compared OMol25 entry of this formula, charge and spin) comes out at 17.8 kcal per mole. Its spin multiplicity is 5.